# 1
ORCA calculation (the ωB97M-V functional and the def2-TZVPD basis) on a structure of composition C22H46Cl2F6OP2Re at a distorted geometry.

Properties
- Multiplicity: 4
- HOMO-LUMO gap (spin up / spin down): 7.934 / 6.392 eV
- Calculated total energy: -87667.3406 eV
- Expectation value of S²: 3.77
- M: 759.658 g mol⁻¹

Element x y z (Å)
1 Re -0.661 0.116 0.156
2 Cl -0.411 1.225 -1.902
3 P -2.488 -0.845 -0.623
4 C -2.534 -1.780 -2.227
5 C -3.520 -1.835 0.558
6 C -3.535 0.629 -1.144
7 C -1.258 -2.594 -2.425
8 H -2.544 -0.980 -2.982
9 C -3.798 -2.632 -2.432
10 H -3.776 -3.562 -1.857
11 H -3.853 -2.895 -3.499
12 H -4.726 -2.101 -2.186
13 H -0.390 -1.934 -2.544
14 H -1.336 -3.224 -3.326
15 H -1.045 -3.240 -1.567
16 H -3.208 0.830 -2.173
17 C -3.126 1.779 -0.240
18 C -5.053 0.384 -1.161
19 H -5.370 -0.174 -2.051
20 H -5.544 1.362 -1.196
21 H -5.395 -0.135 -0.260
22 H -2.059 1.686 0.134
23 H -3.806 1.885 0.612
24 H -3.134 2.727 -0.809
25 C -2.833 -3.181 0.798
26 H -4.474 -1.987 0.031
27 C -3.774 -1.132 1.894
28 H -2.717 -3.781 -0.107
29 H -3.433 -3.754 1.521
30 H -1.845 -3.018 1.249
31 H -2.830 -0.997 2.445
32 H -4.411 -1.778 2.513
33 H -4.262 -0.155 1.807
34 Cl -0.396 -1.244 2.068
35 H 0.136 -1.090 -0.582
36 P 2.746 0.113 -0.600
37 C 3.264 1.703 -1.368
38 C 3.946 -0.222 0.758
39 C 2.934 -1.188 -1.898
40 C 2.462 2.856 -0.741
41 H 2.917 1.575 -2.410
42 C 4.764 1.963 -1.351
43 H 5.117 2.268 -0.353
44 H 4.958 2.799 -2.034
45 H 5.352 1.107 -1.697
46 H 1.421 2.817 -1.066
47 H 2.881 3.825 -1.052
48 H 2.464 2.829 0.355
49 H 2.225 -0.811 -2.660
50 C 2.437 -2.564 -1.429
51 C 4.343 -1.255 -2.488
52 H 4.584 -0.357 -3.069
53 H 4.380 -2.111 -3.170
54 H 5.110 -1.407 -1.711
55 H 1.548 -2.487 -0.789
56 H 3.219 -3.123 -0.901
57 H 2.150 -3.154 -2.312
58 C 3.845 0.903 1.785
59 H 4.933 -0.251 0.263
60 C 3.613 -1.540 1.457
61 H 4.201 1.879 1.420
62 H 4.445 0.642 2.660
63 H 2.809 1.018 2.121
64 H 2.544 -1.588 1.714
65 H 4.201 -1.602 2.390
66 H 3.888 -2.421 0.862
67 C -1.707 1.740 2.995
68 C -0.401 2.242 2.426
69 O 0.069 1.611 1.261
70 C -0.504 3.765 2.011
71 F -0.823 4.580 3.054
72 F 0.609 4.258 1.417
73 F -1.488 3.886 1.083
74 C 0.721 2.120 3.536
75 F 0.307 2.576 4.746
76 F 1.040 0.804 3.691
77 F 1.888 2.750 3.228
78 H -2.478 1.781 2.218
79 H -1.960 2.391 3.839
80 H -1.567 0.702 3.316

Atomic partial charges in e from the Mulliken method, atoms 1 to 2: Re -0.478; Cl -0.351

=====

# 2
ORCA calculation (the ωB97M-V functional and the def2-TZVPD basis) on a structure of composition C27H23BClF4NO4PSW.

Properties
- HOMO-LUMO gap: 7.403 eV
- Calculated total energy: -84071.5811 eV
- Net charge: +1
- M: 794.622 g mol⁻¹

Element x y z (Å)
1 W 0.606 0.590 0.493
2 Cl 2.769 0.418 -0.859
3 C 3.292 2.089 -1.134
4 C 4.602 2.281 -1.515
5 C 5.036 3.581 -1.733
6 C 4.165 4.647 -1.569
7 C 2.849 4.423 -1.190
8 C 2.385 3.128 -0.962
9 P 0.640 2.791 -0.559
10 C -0.087 2.251 -2.123
11 C 0.609 2.383 -3.330
12 C 0.091 1.826 -4.487
13 C -1.108 1.123 -4.449
14 C -1.806 0.995 -3.259
15 C -1.300 1.565 -2.102
16 C -0.014 4.367 -0.010
17 C 0.437 4.882 1.204
18 C -0.059 6.092 1.658
19 C -1.003 6.779 0.904
20 C -1.450 6.261 -0.302
21 C -0.960 5.049 -0.764
22 H 5.269 1.438 -1.634
23 H 6.062 3.755 -2.028
24 H 4.509 5.658 -1.738
25 H 2.171 5.257 -1.068
26 H 1.549 2.918 -3.367
27 H 0.626 1.936 -5.421
28 H -1.498 0.678 -5.355
29 H -2.744 0.459 -3.226
30 H -1.875 1.500 -1.187
31 H 1.174 4.342 1.789
32 H 0.287 6.500 2.598
33 H -1.392 7.723 1.262
34 H -2.188 6.798 -0.883
35 H -1.321 4.634 -1.697
36 C -2.239 1.962 7.569
37 C -2.292 1.822 6.075
38 C -3.234 1.001 5.461
39 C -3.291 0.884 4.081
40 C -2.390 1.599 3.310
41 C -1.442 2.432 3.895
42 C -1.399 2.535 5.271
43 S -2.414 1.430 1.564
44 O -3.649 0.827 1.160
45 O -1.984 2.664 0.971
46 N -1.186 0.324 1.272
47 C -1.597 -1.087 1.280
48 C -0.973 -1.748 0.049
49 O -1.291 -2.779 -0.436
50 O 0.078 -0.998 -0.428
51 H -2.920 1.268 8.058
52 H -2.515 2.974 7.868
53 H -1.232 1.774 7.942
54 H -3.939 0.451 6.071
55 H -4.035 0.259 3.604
56 H -0.765 3.001 3.269
57 H -0.669 3.185 5.738
58 H -2.678 -1.190 1.219
59 H -1.242 -1.625 2.161
60 F 3.462 -1.348 2.627
61 B 2.232 -1.439 3.071
62 F 1.951 -1.444 4.348
63 F 1.239 -1.539 2.182
64 F 1.618 1.020 1.962

Atomic partial charges in e from the Mulliken method, atoms 1 to 2: W 1.530; Cl -0.213

=====

# 3
ORCA calculation (the ωB97M-V functional and the def2-TZVPD basis) on an isolated molecule of C6H7NO at a distorted geometry.

Properties
- SMILES string: [H]/N=C1/O[C@@H]1[C@H]1CC1=C
- HOMO-LUMO gap: 10.353 eV
- Calculated total energy: -9867.9364 eV
- M: 109.128 g mol⁻¹

Element x y z (Å)
1 C -0.873 -1.353 -0.749
2 C 0.462 1.644 -0.292
3 C 0.110 -1.014 0.212
4 C -0.999 1.213 -0.005
5 C -1.087 -0.239 0.358
6 C 1.232 -1.402 0.789
7 O -0.267 2.045 0.811
8 N 1.498 2.375 -0.344
9 H 2.142 1.994 -1.041
10 H -1.811 1.662 -0.563
11 H -0.704 -1.030 -1.767
12 H -1.387 -2.295 -0.618
13 H -1.755 -0.502 1.174
14 H 1.625 -0.880 1.655
15 H 1.815 -2.219 0.380

Atomic partial charges in e from the Mulliken method, atoms 1 to 2: C -0.628; C 0.097

=====

# 4
ORCA calculation (the ωB97M-V functional and the def2-TZVPD basis) on an isolated molecule of C3H5NO2 at a distorted geometry.

Properties
- HOMO-LUMO gap: 9.133 eV
- Calculated total energy: -8774.0836 eV
- M: 87.078 g mol⁻¹

Element x y z (Å)
1 N 1.426 1.260 -0.056
2 C 0.614 0.234 -0.421
3 O 0.625 -0.290 -1.514
4 C -0.292 -0.231 0.738
5 C -1.460 -1.689 -0.454
6 O -1.566 -0.550 0.203
7 H 1.222 1.796 0.771
8 H 2.015 1.678 -0.759
9 H -0.430 0.564 1.469
10 H 0.158 -1.124 1.184
11 H -2.313 -1.648 -1.162

Atomic partial charges in e from the Mulliken method, atoms 1 to 2: N -0.379; C 0.550

=====

# 5
ORCA calculation (the ωB97M-V functional and the def2-TZVPD basis) on a structure of composition C31H35F5FeN2O4P at a distorted geometry.

Properties
- Multiplicity: 5
- HOMO-LUMO gap (spin up / spin down): 4.023 / 4.007 eV
- Calculated total energy: -101147.8912 eV
- Expectation value of S²: 6.01
- Net charge: -1
- M: 681.440 g mol⁻¹

Element x y z (Å)
1 Fe -0.200 0.454 -0.953
2 C 3.596 1.756 -1.550
3 C 3.550 0.652 -0.536
4 C 3.547 1.140 0.910
5 P 2.038 -0.458 -0.823
6 C 2.714 -1.942 -1.811
7 C 3.199 -1.488 -3.198
8 C 1.746 -3.143 -1.859
9 C 1.621 -1.267 0.794
10 C 2.642 -1.833 1.618
11 C 2.411 -2.334 2.906
12 C 3.560 -2.847 3.745
13 C 1.059 -2.366 3.383
14 C 0.011 -1.834 2.590
15 C 0.263 -1.349 1.310
16 N -0.757 -0.950 0.424
17 C -2.084 -1.378 0.545
18 C -2.376 -2.781 0.541
19 C -1.307 -3.823 0.410
20 C -3.690 -3.166 0.782
21 C -4.780 -2.319 0.829
22 C -6.202 -2.861 0.775
23 C -4.461 -0.946 0.863
24 C -3.174 -0.464 0.711
25 C -2.965 1.006 0.649
26 H 4.502 2.322 -1.302
27 H 2.725 2.367 -1.441
28 H 3.724 1.422 -2.595
29 H 4.488 0.003 -0.634
30 H 2.615 1.715 1.148
31 H 4.368 1.884 1.098
32 H 3.615 0.354 1.635
33 H 3.639 -2.224 -1.340
34 H 2.367 -1.192 -3.837
35 H 3.610 -2.347 -3.764
36 H 4.011 -0.707 -3.143
37 H 0.778 -2.865 -2.294
38 H 1.677 -3.660 -0.903
39 H 2.219 -3.845 -2.561
40 H 3.658 -1.818 1.255
41 H 4.202 -1.981 4.095
42 H 4.248 -3.532 3.209
43 H 3.106 -3.374 4.598
44 H 0.880 -2.811 4.338
45 H -0.979 -1.754 3.037
46 H -0.434 -3.458 -0.139
47 H -1.721 -4.718 -0.094
48 H -0.952 -4.237 1.360
49 H -3.858 -4.267 0.710
50 H -6.962 -2.088 1.113
51 H -6.350 -3.790 1.377
52 H -6.467 -3.207 -0.257
53 H -5.241 -0.126 0.950
54 H -3.920 1.509 0.816
55 H -2.579 1.346 -0.343
56 H -2.212 1.418 1.338
57 O -0.496 2.506 -1.447
58 C -0.159 2.845 -0.263
59 O 0.185 1.963 0.598
60 C -0.176 4.267 0.073
61 C -0.232 5.252 -0.918
62 C -0.335 6.589 -0.641
63 C -0.554 6.970 0.709
64 C -0.421 6.020 1.751
65 C -0.282 4.673 1.413
66 N -0.850 8.296 1.040
67 O -0.671 9.222 0.218
68 O -1.219 8.415 2.211
69 H -0.252 4.916 -1.951
70 H -0.211 7.377 -1.409
71 H -0.505 6.372 2.814
72 H -0.317 3.950 2.201
73 F -2.744 -0.412 -2.849
74 C -1.693 -0.657 -3.680
75 F -0.626 -0.617 -2.795
76 C -1.779 -2.107 -4.243
77 F -1.682 -3.051 -3.286
78 F -0.766 -2.295 -5.142
79 F -2.933 -2.292 -4.890

Atomic partial charges in e from the Mulliken method, atoms 1 to 2: Fe 0.003; C -1.381

=====

# 6
ORCA calculation (the ωB97M-V functional and the def2-TZVPD basis) on an isolated molecule of C6H9NO3S at a distorted geometry.

Properties
- HOMO-LUMO gap: 9.866 eV
- Calculated total energy: -24833.5168 eV
- M: 175.209 g mol⁻¹

Element x y z (Å)
1 C 1.157 0.086 0.490
2 C -1.199 -0.066 0.232
3 C 1.932 -0.151 -0.812
4 C 1.011 -0.979 -1.699
5 C 0.020 -0.864 0.720
6 C -2.508 1.833 0.615
7 N 1.604 0.885 1.402
8 O -1.620 -0.184 -0.870
9 O 1.158 -3.200 -0.125
10 O -1.543 0.857 1.126
11 S 0.166 -2.207 -0.582
12 H 2.295 0.794 -1.204
13 H 2.679 -0.725 -0.338
14 H 0.389 -0.342 -2.319
15 H 1.663 -1.737 -2.238
16 H -0.144 -1.100 1.695
17 H -2.183 1.960 -0.346
18 H -2.316 2.808 1.280
19 H -3.448 1.478 0.821
20 H 0.886 0.856 2.152

Atomic partial charges in e from the Mulliken method, atoms 1 to 2: C 0.194; C 0.655

=====

# 7
ORCA calculation (the ωB97M-V functional and the def2-TZVPD basis) on a structure of composition C8H22ClN2O2Ti2 at a distorted geometry.

Properties
- Multiplicity: 7
- HOMO-LUMO gap (spin up / spin down): 5.905 / 7.109 eV
- Calculated total energy: -74469.7669 eV
- Expectation value of S²: 12.00
- Net charge: +1
- M: 309.463 g mol⁻¹

Element x y z (Å)
1 Ti -0.272 0.507 -4.746
2 Ti -1.694 0.337 -1.373
3 Cl 0.775 -0.182 -2.314
4 C -3.433 -3.370 -3.130
5 C -3.252 -2.523 -1.883
6 C -1.841 -2.594 -1.278
7 O -1.818 -1.720 -0.147
8 C -1.100 -2.229 1.009
9 N -3.631 -1.106 -2.088
10 H -2.820 -2.914 -3.919
11 H -4.454 -3.294 -3.506
12 H -3.146 -4.400 -2.946
13 H -3.947 -2.915 -1.129
14 H -1.099 -2.173 -1.965
15 H -1.648 -3.643 -1.053
16 H -1.739 -2.928 1.548
17 H -0.903 -1.336 1.594
18 H -0.205 -2.761 0.690
19 H -4.185 -1.031 -2.933
20 H -4.176 -0.765 -1.304
21 C 1.515 3.834 1.819
22 C 2.341 2.747 1.184
23 C 2.453 1.440 2.031
24 O 3.074 1.624 3.272
25 C 4.456 1.898 3.204
26 N 1.791 2.414 -0.151
27 H 0.549 3.430 2.147
28 H 1.246 4.644 1.137
29 H 1.988 4.291 2.687
30 H 3.353 3.076 0.936
31 H 3.082 0.801 1.396
32 H 1.447 1.033 2.128
33 H 4.948 1.438 2.340
34 H 4.934 1.457 4.083
35 H 4.643 2.974 3.234
36 H 1.994 1.442 -0.376
37 H 0.780 2.500 -0.198

Atomic partial charges in e from the Mulliken method, atoms 1 to 2: Ti 0.609; Ti 0.551

=====

# 8
ORCA calculation (the ωB97M-V functional and the def2-TZVPD basis) on a structure of composition C7H17N at a distorted geometry.

Properties
- HOMO-LUMO gap: 5.515 eV
- Calculated total energy: -9017.9708 eV
- M: 115.220 g mol⁻¹

Element x y z (Å)
1 C 1.410 -1.057 -0.638
2 N 0.254 -0.302 -0.329
3 C -0.919 -1.091 -0.269
4 C -2.143 -0.294 0.206
5 C -2.554 0.808 -0.770
6 C -1.782 0.310 1.586
7 C 2.538 -0.255 -0.145
8 C 2.470 0.166 1.204
9 H 1.480 -2.036 -0.109
10 H 1.538 -1.159 -1.734
11 H -1.167 -1.590 -1.221
12 H 2.801 1.652 -2.361
13 H -0.841 -1.929 0.455
14 H -2.963 -0.994 0.377
15 H -1.647 1.377 -0.995
16 H -2.893 0.349 -1.699
17 H -3.356 1.445 -0.393
18 H -0.723 0.550 1.566
19 H -1.951 -0.516 2.289
20 H -2.478 1.088 1.884
21 H 3.537 -0.253 -0.571
22 H 2.542 2.342 -2.281
23 H 1.913 0.767 0.321
24 H 1.783 -0.224 1.951
25 H 3.150 0.848 1.677

Atomic partial charges in e from the Mulliken method, atoms 1 to 2: C -0.435; N -0.346